No. 1
Here is a 2-piece molecular cluster, C5H9IN overall in a non-equilibrium geometry from the Open Molecules 2025 dataset. Energies are from the ωB97M-V functional and the def2-TZVPD basis.

The geometry in XYZ format:
```
16
Properties=species:S:1:pos:R:3:forces:R:3
H 0.186544 -0.630550 2.039611 0.041 0.084 -0.010
H -1.511918 2.333123 1.225828 0.065 0.028 0.169
C 2.199314 -0.230789 -0.183811 0.223 0.391 -0.044
H -0.771676 -1.906224 -1.152397 -0.100 -0.081 0.083
C -0.063637 -1.067957 1.081999 0.547 -0.553 0.087
C -0.253291 -0.956597 -1.096300 0.535 -0.474 -0.290
I -3.763333 1.409432 0.044875 0.918 0.458 0.114
H -1.382837 2.490744 -0.636795 0.055 0.076 -0.097
H -0.163491 -0.423274 -2.034730 0.031 0.077 0.033
H 2.776591 -0.498336 0.697025 0.040 -0.009 0.002
H 2.196114 0.855280 -0.277602 0.056 0.060 -0.019
N -0.466855 -0.117562 0.064853 -1.466 2.479 0.271
H 2.688706 -0.645184 -1.062897 0.032 -0.022 0.051
C 0.819065 -0.750368 -0.078871 -0.378 -0.994 -0.016
C -1.913686 2.161027 0.241634 -0.507 -1.480 -0.274
H -0.575607 -2.022766 1.127578 -0.094 -0.040 -0.061
```
Forces are in eV/Å.

Results
Energy above the lowest of the compared OMol25 structures with the same formula, charge and spin in kJ/mol: 413.1
Highest occupied orbital energy (alpha / beta) in eV: -13.547 / -13.547
Lowest unoccupied orbital energy (alpha / beta) in eV: -6.801 / -6.802
Total charge: +1
Frontier orbital gap (alpha / beta) in Ha: 0.2479 / 0.2479
Total energy in hartree: -547.9320

No. 2
Here is C26H34N4O2W as an isolated structure from the Open Molecules 2025 dataset. Energies are from the ωB97M-V functional and the def2-TZVPD basis.

The geometry in XYZ format:
```
67
Properties=species:S:1:pos:R:3:forces:R:3
H -4.544777 0.165880 3.029952 0.001 -0.002 -0.002
H -2.787197 0.235137 -0.024068 0.003 -0.033 -0.003
C 2.584865 0.792345 -0.384899 -0.119 0.254 0.096
H -2.210262 1.499714 -0.815404 0.012 -0.002 0.025
H 1.818915 -2.822721 -1.145730 -0.008 0.004 0.013
H 1.098719 -4.245480 -0.369797 0.007 0.014 0.025
H 0.063663 -0.284649 2.200990 -0.012 0.001 0.023
C -1.999770 0.288114 2.318247 -0.083 0.036 0.026
C 3.903694 0.978238 0.017910 0.065 -0.141 -0.136
C -3.027406 -1.432984 -2.244687 0.038 0.076 -0.075
H 3.348291 0.185019 2.276526 0.005 0.007 -0.001
H -3.177660 3.367036 1.597168 0.004 0.007 -0.003
C -1.050221 -3.052514 0.616539 0.134 -0.131 -0.145
H -0.866152 3.675908 0.849417 -0.006 0.001 -0.003
H -4.018438 0.456326 -1.989476 -0.004 0.015 -0.013
C -0.254810 1.661432 1.324191 0.041 -0.135 -0.010
C 3.988109 3.083901 -1.150384 -0.005 -0.023 0.011
C -4.314131 1.189714 2.743220 -0.008 0.021 0.018
N 0.216412 -2.401243 0.179681 -0.060 0.111 0.255
H -2.289383 -0.635480 2.806459 -0.007 0.004 0.003
H 4.524379 3.978314 -1.433771 0.005 0.000 0.002
H 0.228407 0.421332 -3.729382 -0.021 0.008 0.042
H -1.554568 -3.431510 -0.270631 -0.071 0.075 0.013
H 0.243053 -3.429730 -1.701606 -0.015 -0.018 0.024
C 1.989379 -1.073389 1.174313 -0.066 -0.015 0.004
H 1.737189 -0.159054 -2.999834 -0.005 0.010 0.022
H 0.796238 1.860426 1.151995 -0.006 0.009 -0.006
O -0.625724 -1.253248 -2.229840 0.151 0.057 -0.147
C -2.916661 1.319116 2.214358 0.034 -0.097 0.019
C 2.696789 2.878518 -1.614702 0.048 0.022 -0.013
C 1.117235 0.717291 -3.180201 0.034 -0.018 -0.176
C 1.329902 -3.099444 2.325642 -0.037 0.035 -0.026
C 2.217006 -2.806817 3.352538 -0.015 -0.008 -0.008
H -1.056224 2.155452 -2.637204 0.000 -0.024 0.004
N -2.236159 0.481642 -0.846178 -0.086 -0.114 -0.094
C 2.924917 -1.618647 3.325350 0.023 0.015 0.031
H 3.574625 -1.356919 4.149234 0.002 0.006 -0.005
W -0.129259 -0.320851 -0.618916 0.109 0.388 0.216
H -0.847007 -3.902069 1.262086 -0.068 -0.072 -0.026
C -3.001691 0.072642 -2.069139 0.035 -0.034 0.032
H 0.344114 3.167553 -2.906571 0.000 -0.003 0.005
H 4.412226 0.221003 0.592785 0.007 0.009 0.004
H -0.346802 3.073338 -1.277582 -0.001 0.006 0.007
C -0.133923 2.510459 -2.181743 0.000 0.053 0.030
C -1.679114 -2.048309 -2.562806 -0.120 -0.161 0.223
C 0.882270 -3.284671 -0.838100 0.129 -0.059 -0.025
C -2.482252 2.537159 1.647930 0.069 0.029 -0.027
C 2.811450 -0.748941 2.249988 0.051 0.027 -0.079
C 4.596269 2.116118 -0.367091 -0.017 0.023 -0.020
H 5.621503 2.243035 -0.047973 0.002 0.000 0.000
C -1.186982 2.707412 1.212211 -0.085 0.068 0.012
H -5.049753 1.525300 2.011392 0.000 -0.002 -0.003
H 2.328973 -3.494134 4.179013 -0.001 -0.005 -0.002
H -3.710083 -1.706660 -3.048577 -0.015 -0.006 0.003
N 1.727905 -0.261607 0.028085 -0.051 -0.217 -0.106
O -1.529047 -3.136570 -3.022768 -0.006 0.069 -0.081
N 0.731852 1.349813 -1.868135 0.035 -0.022 -0.044
H 0.759477 -4.015270 2.371050 -0.025 -0.011 0.016
H 2.256884 3.607344 -2.280722 -0.010 -0.004 0.001
H -1.689365 -2.350069 1.146184 0.031 0.064 0.080
C -0.668587 0.448681 1.889562 -0.002 -0.050 -0.048
C 1.188605 -2.216207 1.271413 -0.020 -0.018 -0.027
H 1.688651 1.439657 -3.762860 0.000 0.014 0.034
H -2.533357 0.544191 -2.932033 0.005 0.006 0.000
H -4.434329 1.820518 3.625971 -0.007 -0.001 -0.004
H -3.412866 -1.921478 -1.342680 0.013 -0.025 -0.021
C 2.011996 1.735592 -1.245911 -0.032 -0.090 0.060
```
Forces are in eV/Å.

Results
Energy above the lowest of the compared OMol25 structures with the same formula, charge and spin in kJ/mol: 0.0
<S²>: 2.0290
Highest occupied orbital energy (alpha / beta) in eV: -13.999 / -14.019
Lowest unoccupied orbital energy (alpha / beta) in eV: -7.199 / -7.102
Total charge: +2
Frontier orbital gap (alpha / beta) in Ha: 0.2499 / 0.2542
Multiplicity: 3
Total energy in hartree: -1447.2458

No. 3
Here is a 2-piece molecular cluster, C4H12NO2 overall in a non-equilibrium geometry from the Open Molecules 2025 dataset. Energies are from the ωB97M-V functional and the def2-TZVPD basis.

The geometry in XYZ format:
```
19
Properties=species:S:1:pos:R:3:forces:R:3
H -2.919871 -0.682759 -2.004153 0.126 1.878 0.621
H 1.627405 -0.470227 -1.306134 -0.748 -0.365 1.254
H 1.303922 -2.099120 1.042303 -0.555 -0.369 -0.334
C 0.492414 -1.553617 0.517838 -1.364 4.040 -1.155
C 1.016410 1.155320 1.761475 -1.467 -1.165 -1.081
N -0.132251 0.592567 -0.948998 -1.818 2.385 0.244
C 1.001781 -0.271822 -0.376860 1.495 -0.337 -0.762
H 2.769181 0.147445 0.922492 -0.894 0.136 -0.624
H -0.684251 1.243836 -0.227417 1.316 -2.424 -1.218
H -3.525302 0.732151 -1.936728 -1.163 0.796 -0.357
H -0.035125 0.775321 1.871376 0.757 0.140 -0.552
H -0.912511 0.066460 -1.472976 1.121 1.029 0.944
H 0.207864 1.410195 -1.589837 -0.180 -2.318 0.983
H 2.150332 1.547246 -0.031714 -0.135 -1.262 0.516
O -0.691775 -1.469349 0.756013 1.286 -1.542 0.155
H 1.441024 0.833364 2.667253 0.820 0.225 1.252
C 1.825120 0.629429 0.558719 0.504 0.798 -0.224
H 0.943262 2.198746 1.618055 0.010 1.238 0.709
O -2.740040 0.268538 -1.715584 0.890 -2.883 -0.370
```
Forces are in eV/Å.

Results
Energy above the lowest of the compared OMol25 structures with the same formula, charge and spin in kJ/mol: 235.1
Highest occupied orbital energy in eV: -14.335
Lowest unoccupied orbital energy in eV: -3.460
Total charge: +1
Frontier orbital gap in Ha: 0.3996
Total energy in hartree: -364.5457

No. 4
Here is C16H28FeN8OS2 as an isolated structure from the Open Molecules 2025 dataset. Energies are from the ωB97M-V functional and the def2-TZVPD basis.

The geometry in XYZ format:
```
56
Properties=species:S:1:pos:R:3:forces:R:3
N 0.215102 -2.263986 -2.005012 0.099 -0.092 0.013
C -2.788890 -0.812250 -2.299003 0.003 -0.238 -0.149
C -0.588957 1.942007 4.072474 -0.012 -0.047 0.046
H -0.125131 5.077033 -0.971107 -0.009 0.002 0.002
O -1.778343 -0.032916 -2.266646 -0.014 0.085 0.129
H 1.648180 -2.433976 4.104131 -0.014 -0.005 0.016
C 1.622473 -0.269226 4.163599 0.056 0.065 0.022
C -0.181182 -4.314618 -3.155142 -0.001 0.030 -0.035
C 2.256496 1.895120 -1.871387 0.126 -0.117 0.038
H 1.791805 -0.632916 2.089524 -0.031 -0.024 -0.004
N 2.804308 4.043823 -1.635538 -0.210 0.128 -0.022
C -1.510049 -2.272865 -3.758503 0.084 0.041 0.054
H 1.043284 -5.988850 -2.593558 -0.003 -0.006 0.001
H 2.291317 -4.657759 -0.877040 0.017 0.001 0.004
C -1.464097 1.537496 5.242494 0.020 0.028 0.031
H -1.815649 -2.893163 -4.596962 -0.001 -0.034 0.039
C -4.040710 -0.465699 -1.575566 -0.031 -0.012 -0.034
S 2.275116 0.188369 -2.037515 0.084 -0.031 -0.035
H 1.689859 -2.289805 -0.553067 0.002 0.008 0.004
N 3.240811 2.758446 -1.690452 -0.107 -0.127 -0.082
H 0.735617 -0.186196 4.787268 -0.001 -0.037 -0.017
H -3.984714 -0.885564 -0.568063 0.003 0.032 0.016
H 2.298898 0.553185 4.398806 -0.038 0.004 0.046
H -0.806649 2.555257 -1.573124 0.024 -0.056 0.086
H -0.830959 2.951598 3.738446 -0.003 -0.008 0.019
H -3.493269 -2.562160 -2.993599 -0.031 0.045 -0.055
H 0.018026 5.167019 -2.740696 -0.002 0.004 -0.004
H 0.467903 1.929648 4.320615 -0.013 0.034 -0.009
H -1.705430 1.153167 2.451022 0.023 0.021 -0.027
H -1.207484 0.549950 5.624489 -0.006 -0.017 -0.009
N 1.200739 -0.146132 2.747135 -0.030 -0.052 0.021
H -0.734370 -4.856237 -3.910058 -0.007 -0.006 -0.006
H 4.232047 2.564278 -1.623526 -0.005 -0.006 -0.012
C 0.577278 5.130889 -1.804734 0.007 0.029 -0.017
Fe 0.023624 -0.215872 -1.553867 0.201 0.216 0.060
H 1.151932 6.049031 -1.709623 -0.005 0.005 0.001
H -4.920513 -0.874289 -2.068776 0.000 -0.021 0.010
N 1.147758 2.657492 -1.935477 -0.047 -0.119 0.054
N -0.099940 2.048323 -2.101658 0.078 0.049 -0.132
H -1.336137 2.257117 6.049544 0.001 0.000 0.012
H -0.364715 2.075261 -3.087559 -0.033 0.113 0.001
H -2.518411 1.537342 4.966521 -0.011 -0.004 -0.006
S -0.426296 -0.235497 0.643565 -0.718 -0.291 0.224
C 1.516725 3.989264 -1.790003 0.168 0.119 -0.010
C 1.507660 -4.213140 -1.472676 -0.035 0.014 -0.004
H -4.132949 0.614306 -1.499256 0.001 0.003 0.002
C 0.057486 0.291493 2.266681 0.466 0.242 -0.233
C -0.456667 -2.978736 -2.937532 -0.008 0.074 -0.029
N -2.700993 -1.933529 -2.980683 -0.008 0.112 0.048
C 0.813792 -4.945571 -2.421928 0.019 0.003 0.018
N -0.798647 1.071602 2.889297 -0.012 -0.039 -0.014
H 3.224635 -1.675764 3.780195 0.009 -0.003 -0.012
H -1.105782 -1.344458 -4.162999 -0.026 -0.054 -0.088
H 2.582239 -1.713215 5.413962 0.018 -0.001 0.004
C 2.307098 -1.606668 4.366394 0.003 0.000 0.002
C 1.174716 -2.887467 -1.293802 -0.042 -0.060 0.022
```
Forces are in eV/Å.

Results
Energy above the lowest of the compared OMol25 structures with the same formula, charge and spin in kJ/mol: 23.0
<S²>: 8.7692
Highest occupied orbital energy (alpha / beta) in eV: -17.991 / -18.038
Lowest unoccupied orbital energy (alpha / beta) in eV: -8.156 / -10.965
Total charge: +3
Frontier orbital gap (alpha / beta) in Ha: 0.3614 / 0.2599
Multiplicity: 6
Total energy in hartree: -3198.9874